Record 1
This record from OMol25 describes a cluster of 9 separate species, C31H57BClNO40PS8 in total. The level of theory is wB97M-V/def2-TZVPD.

The geometry in ORCA input format:
```
! wB97M-V def2-TZVPD RIJCOSX def2/J DEFGRID3
* xyz 1 1
C 6.47 -0.16 2.63
C 5.00 -0.02 3.02
O 4.20 -0.72 2.02
N 3.01 -0.11 1.74
C 1.98 -0.13 2.61
Cl 2.18 -0.91 4.11
C 0.78 0.46 2.30
B -0.44 0.34 3.36
O -0.69 1.36 4.20
C -1.30 -0.99 3.31
C -0.78 -2.02 2.28
C 0.66 1.08 1.07
C -0.66 1.70 0.72
O -1.54 1.02 0.28
O -0.91 3.06 0.89
P 0.19 4.05 1.53
O 0.72 3.66 2.83
O -0.68 5.39 1.61
O 1.32 4.31 0.44
C 1.72 1.08 0.16
C 1.52 1.68 -1.21
C 0.70 0.64 -2.06
C 2.92 0.48 0.52
C 4.10 0.40 -0.39
C 4.05 -0.94 -1.16
C 5.36 -1.11 -1.97
O 5.14 -1.23 -3.36
H 7.02 -0.63 3.44
H 6.60 -0.75 1.72
H 6.90 0.83 2.48
H 4.69 1.02 3.14
H 4.85 -0.53 3.97
H -1.65 1.46 4.29
H -2.33 -0.77 3.04
H -1.25 -1.48 4.28
H -1.37 -2.93 2.32
H -0.81 -1.64 1.26
H 0.24 -2.34 2.51
H -0.11 6.17 1.51
H 2.01 4.89 0.80
H 2.46 1.82 -1.73
H 0.94 2.60 -1.17
H 1.29 0.23 -2.87
H -0.20 1.09 -2.46
H 0.38 -0.17 -1.41
H 4.10 1.24 -1.09
H 5.02 0.44 0.19
H 3.21 -0.91 -1.85
H 3.94 -1.73 -0.42
H 5.97 -0.21 -1.84
H 5.92 -1.96 -1.56
H 4.46 -1.90 -3.52
C -4.15 4.38 4.43
C -5.59 3.91 4.43
O -5.49 2.48 4.50
S -4.22 2.08 5.36
O -4.61 1.78 6.69
O -3.45 1.14 4.60
O -3.49 3.49 5.35
H -3.69 4.27 3.45
H -4.04 5.41 4.76
H -6.12 4.21 3.53
H -6.13 4.26 5.31
C 1.05 -1.80 -7.03
C 0.31 -3.08 -6.67
O 0.80 -3.41 -5.36
S 1.11 -2.08 -4.56
O 0.01 -1.76 -3.72
O 2.44 -2.15 -4.04
O 1.10 -1.07 -5.80
H 2.07 -2.01 -7.36
H 0.53 -1.22 -7.79
H 0.52 -3.89 -7.36
H -0.76 -2.92 -6.61
C -8.49 3.27 8.49
C -8.72 4.50 9.34
O -8.70 5.59 8.40
S -9.31 5.10 7.00
O -10.67 5.48 6.92
O -8.38 5.43 5.98
O -9.23 3.53 7.29
H -7.44 3.15 8.23
H -8.85 2.36 8.96
H -7.95 4.65 10.09
H -9.70 4.49 9.82
C 2.54 -8.65 -5.24
C 2.45 -8.26 -6.69
O 2.13 -6.85 -6.66
S 2.83 -6.17 -5.39
O 4.04 -5.56 -5.79
O 1.84 -5.44 -4.69
O 3.17 -7.52 -4.60
H 1.55 -8.78 -4.79
H 3.14 -9.54 -5.08
H 1.67 -8.82 -7.22
H 3.40 -8.38 -7.21
C -5.22 -1.72 1.44
C -6.63 -2.26 1.35
O -6.48 -3.68 1.45
S -5.25 -4.02 2.42
O -5.74 -4.29 3.72
O -4.39 -4.92 1.75
O -4.59 -2.56 2.42
H -4.68 -1.84 0.50
H -5.18 -0.69 1.76
H -7.11 -2.00 0.41
H -7.25 -1.91 2.18
C 11.03 3.44 1.22
C 9.95 3.99 2.12
O 8.79 4.04 1.28
S 8.83 2.84 0.23
O 8.03 1.76 0.73
O 8.62 3.36 -1.06
O 10.36 2.45 0.42
H 11.43 4.20 0.55
H 11.85 2.98 1.77
H 10.19 4.98 2.50
H 9.75 3.32 2.96
C -2.06 8.64 0.85
C -2.30 8.83 -0.63
O -2.78 10.17 -0.74
S -2.09 11.09 0.38
O -0.98 11.77 -0.19
O -3.11 11.77 1.09
O -1.53 9.89 1.29
H -2.99 8.45 1.39
H -1.35 7.84 1.06
H -3.04 8.13 -1.03
H -1.38 8.75 -1.21
C -2.62 -11.15 -8.81
C -1.98 -10.04 -9.61
O -1.35 -9.21 -8.62
S -0.85 -10.12 -7.40
O 0.54 -10.40 -7.57
O -1.33 -9.56 -6.19
O -1.68 -11.43 -7.76
H -3.56 -10.83 -8.35
H -2.80 -12.04 -9.40
H -2.69 -9.46 -10.18
H -1.20 -10.42 -10.28
*
```

=====

Record 2
This record from OMol25 describes an isolated molecule of C15H15NO2S. The level of theory is wB97M-V/def2-TZVPD.

Summary:
SMILES: Cc1ccc(NC(=O)CCC(=O)c2cccs2)cc1
Energy above the lowest of the compared OMol25 structures with the same formula, charge and spin in kJ/mol: 0.00

The geometry in ORCA input format:
```
! wB97M-V def2-TZVPD RIJCOSX def2/J DEFGRID3
* xyz 0 1
C 3.85 3.76 -4.34
C 3.08 2.68 -3.64
C 1.82 2.94 -3.11
C 1.11 1.96 -2.44
C 1.65 0.69 -2.29
C 2.91 0.42 -2.82
C 3.61 1.41 -3.49
H 4.59 1.18 -3.89
H 3.34 -0.56 -2.71
N 0.99 -0.35 -1.63
C -0.21 -0.34 -1.00
O -0.95 0.62 -0.92
C -0.54 -1.68 -0.34
H 0.08 -1.75 0.56
H -0.26 -2.50 -1.00
C -2.02 -1.78 0.04
C -2.20 -2.20 1.49
O -2.61 -3.30 1.80
C -1.82 -1.21 2.49
C -1.43 0.10 2.34
C -1.16 0.73 3.57
C -1.34 -0.11 4.63
S -1.85 -1.67 4.16
H -1.20 0.12 5.67
H -0.85 1.75 3.66
H -1.36 0.60 1.39
H -2.53 -2.51 -0.59
H -2.49 -0.80 -0.11
H 1.51 -1.22 -1.60
H 0.13 2.18 -2.04
H 1.39 3.92 -3.22
H 3.18 4.45 -4.85
H 4.54 3.33 -5.07
H 4.44 4.33 -3.62
*
```

=====

Record 3
This record from OMol25 describes a structure of composition C5H14N2. The level of theory is wB97M-V/def2-TZVPD.

Summary:
Energy above the lowest of the compared OMol25 structures with the same formula, charge and spin in kJ/mol: 277.16

The geometry in ORCA input format:
```
! wB97M-V def2-TZVPD RIJCOSX def2/J DEFGRID3
* xyz 0 1
C -0.20 -1.27 -0.84
C 0.86 -0.17 0.98
C -0.99 0.66 1.07
C 1.63 0.27 -1.27
C -1.14 1.98 0.33
N 1.00 -0.63 -0.32
N -0.60 -2.47 -0.17
H -0.95 -2.28 0.77
H 0.14 -3.16 -0.12
H -0.07 -1.46 -1.90
H -1.02 -0.47 -0.48
H 1.60 0.57 1.26
H 0.68 -0.97 1.69
H -0.91 0.85 2.14
H -1.91 0.07 1.03
H 1.87 -0.28 -2.18
H 2.54 0.66 -0.84
H 0.98 1.11 -1.55
H -0.25 2.61 0.46
H -1.26 1.83 -0.74
H -2.00 2.56 0.69
*
```

=====

Sequential LUMO energy output: -3.2612, 0.2204, 1.1199 eV